(1)
88
Properties=species:S:1:pos:R:3 method="wB97M-V/def2-TZVPD" spin_multiplicity=5 s2=6.044 total_charge=+4 homo_lumo_gap_ev="5.88 / 3.96" energy_ha=-3765.5565
Ru 1.11 -1.72 0.72
C 2.15 -4.62 3.80
C 0.93 -4.81 4.41
C -0.20 -4.16 3.92
C -0.07 -3.33 2.83
N 1.13 -3.14 2.23
C 2.22 -3.77 2.71
C -1.19 -2.58 2.22
C -2.50 -2.70 2.58
C -3.47 -1.93 1.94
C -3.09 -1.04 0.94
C -1.76 -0.97 0.59
N -0.83 -1.73 1.21
H 3.05 -5.10 4.15
H 0.84 -5.47 5.27
H -1.16 -4.29 4.40
H 3.15 -3.59 2.20
H -2.79 -3.40 3.36
H -4.51 -2.02 2.23
H -3.81 -0.42 0.42
H -1.42 -0.31 -0.19
Cl -1.26 7.32 5.52
C -0.88 6.63 4.07
C -1.45 5.33 3.75
C -1.15 4.75 2.55
C -0.31 5.40 1.63
C -0.03 4.80 0.27
C 1.30 4.03 0.17
N 1.33 2.68 0.75
C 1.83 2.29 1.97
C 1.79 0.94 1.98
N 1.27 0.49 0.76
C 0.96 1.57 0.07
O -1.04 3.95 -0.15
C -2.12 4.65 -0.84
C -3.19 3.67 -1.17
C -3.08 2.80 -2.20
Cl -1.73 2.63 -3.24
S -4.51 1.89 -2.43
C -5.28 2.67 -1.11
C -4.47 3.58 -0.53
C 0.26 6.69 1.99
Cl 1.30 7.48 0.91
C -0.02 7.29 3.18
H -2.10 4.85 4.46
H -1.59 3.81 2.26
H 0.11 5.64 -0.42
H 2.11 4.62 0.61
H 1.52 3.92 -0.89
H 2.23 2.99 2.69
H 2.14 0.27 2.75
H 0.56 1.61 -0.93
H -1.70 5.08 -1.75
H -2.52 5.45 -0.22
H -6.31 2.45 -0.87
H -4.79 4.22 0.28
H 0.40 8.26 3.43
C -0.10 -1.04 -4.33
C 1.26 -1.48 -3.82
C 2.28 -0.35 -3.70
Sb 0.98 -2.47 -1.87
C 2.95 -3.18 -1.23
C 3.88 -3.53 -2.40
C 3.58 -2.12 -0.32
C -0.09 -4.35 -2.15
C -1.55 -4.19 -1.75
C 0.11 -4.81 -3.59
H 0.01 -0.68 -5.35
H -0.51 -0.22 -3.73
H -0.83 -1.85 -4.36
H 1.65 -2.32 -4.40
H 1.92 0.45 -3.06
H 2.43 0.07 -4.70
H 3.25 -0.68 -3.35
H 2.72 -4.08 -0.66
H 4.14 -2.66 -3.00
H 3.44 -4.29 -3.05
H 4.81 -3.95 -2.01
H 3.84 -1.21 -0.86
H 4.48 -2.49 0.17
H 2.95 -1.80 0.55
H 0.44 -5.00 -1.45
H -2.09 -3.50 -2.41
H -1.67 -3.85 -0.72
H -2.06 -5.16 -1.83
H -0.40 -4.16 -4.31
H -0.33 -5.81 -3.70
H 1.17 -4.90 -3.87

(2)
37
Properties=species:S:1:pos:R:3 method="wB97M-V/def2-TZVPD" homo_lumo_gap_ev=5.60 energy_ha=-2650.9095
Cl 3.89 2.49 -2.38
B 3.18 0.79 -2.36
Cl 3.30 -0.03 -4.02
Cl 3.94 -0.30 -1.04
O 1.68 0.98 -2.04
C 0.78 0.12 -1.81
C -0.60 0.36 -2.18
C -1.47 -0.72 -2.43
C -2.83 -0.52 -2.63
C -3.35 0.78 -2.67
Cl -5.03 1.03 -2.77
C -2.47 1.88 -2.63
C -1.10 1.67 -2.43
H 1.08 -0.86 -1.41
H -1.03 -1.71 -2.49
H -3.50 -1.36 -2.77
H -2.88 2.88 -2.77
H -0.42 2.52 -2.51
C 3.00 1.56 1.90
C 2.12 0.34 1.96
C 0.78 0.42 1.51
N -0.06 -0.57 2.03
C 0.23 -1.92 1.89
C -0.68 -2.88 2.32
C -1.89 -2.50 2.90
C -2.09 -1.14 3.16
C -1.17 -0.19 2.74
O 2.56 -0.74 2.44
H 2.41 2.47 2.02
H 3.70 1.45 2.74
H 3.57 1.62 0.97
H 0.34 1.37 1.14
H 1.24 -2.16 1.55
H -0.38 -3.92 2.18
H -2.64 -3.25 3.14
H -2.97 -0.80 3.69
H -1.21 0.85 3.02

(3)
75
Properties=species:S:1:pos:R:3 method="wB97M-V/def2-TZVPD" e_above_lowest_kj_mol=23.3 total_charge=+1 homo_lumo_gap_ev=3.98 energy_ha=-1492.9455
Be -1.26 -2.07 -0.28
O 0.38 1.62 -1.34
C -0.22 0.47 -1.09
O -0.90 0.32 -0.06
O -0.05 -0.54 -1.84
H 0.21 2.12 -0.51
C -5.65 -1.11 -2.29
C -4.39 -0.68 -1.54
C -4.64 0.51 -0.61
O -5.56 0.11 0.36
C -5.89 1.15 1.27
N -3.86 -1.83 -0.80
H -5.38 -1.94 -2.94
H -5.99 -0.33 -2.97
H -6.40 -1.38 -1.55
H -3.72 -0.41 -2.37
H -5.05 1.30 -1.26
H -3.71 0.86 -0.14
H -6.35 0.69 2.14
H -6.47 1.94 0.78
H -5.00 1.67 1.66
H -4.26 -2.74 -1.04
H -4.46 -1.83 0.04
C 5.09 0.05 5.22
C 3.94 -0.76 4.65
C 3.12 0.01 3.63
O 2.06 -0.78 3.10
C 1.01 -0.01 2.59
N 4.46 -2.00 4.01
H 4.79 1.04 5.57
H 5.95 0.16 4.55
H 5.56 -0.44 6.08
H 3.28 -1.04 5.47
H 3.76 0.29 2.78
H 2.73 0.94 4.05
H 0.69 0.72 3.33
H 0.22 -0.62 2.17
H 1.36 0.56 1.72
H 5.15 -1.68 3.33
H 5.02 -2.48 4.70
C 2.66 -0.09 -4.47
C 3.18 -1.08 -3.44
C 3.60 -0.32 -2.17
O 4.14 -1.18 -1.19
C 4.61 -0.55 -0.02
N 2.26 -2.18 -3.15
H 1.69 0.30 -4.15
H 2.41 -0.70 -5.35
H 3.29 0.78 -4.64
H 4.13 -1.52 -3.77
H 2.73 0.18 -1.71
H 4.30 0.49 -2.39
H 4.41 -1.30 0.76
H 4.03 0.33 0.28
H 5.70 -0.49 -0.06
H 1.47 -1.73 -2.69
H 1.95 -2.47 -4.08
C 0.17 4.30 1.06
O 0.60 2.98 1.35
H 0.91 4.97 1.52
H 0.08 4.59 0.02
H -0.79 4.49 1.55
H 1.18 2.89 2.11
C -1.39 0.23 -5.16
O -2.56 -0.58 -5.32
H -1.57 1.07 -4.49
H -0.59 -0.32 -4.66
H -1.00 0.50 -6.15
H -3.22 0.07 -5.60
C -3.24 -1.04 2.81
O -2.13 -1.17 1.93
H -3.14 -0.20 3.50
H -4.13 -0.86 2.19
H -3.46 -1.95 3.35
H -1.85 -0.28 1.67

(4)
17
Properties=species:S:1:pos:R:3 method="wB97M-V/def2-TZVPD" e_above_lowest_kj_mol=458.7 homo_lumo_gap_ev=9.38 energy_ha=-3011.5223
O 2.28 -2.50 1.07
N 2.78 -1.33 0.85
O 3.55 -0.84 1.95
C 2.80 -0.68 -0.26
O 2.03 -1.04 -1.34
Br 3.66 0.92 -0.46
H 3.14 -1.33 2.70
H 1.31 -1.66 -1.08
C -1.29 -0.50 -0.28
C -0.61 0.55 0.17
C -0.28 1.86 -0.58
H -1.64 -1.26 0.31
H -1.55 -0.53 -1.29
H -0.49 0.59 1.27
H -0.31 1.92 -1.69
H 0.82 1.99 -0.37
H -0.75 2.66 0.05

(5)
18
Properties=species:S:1:pos:R:3 method="wB97M-V/def2-TZVPD" e_above_lowest_kj_mol=516.9 homo_lumo_gap_ev=8.23 energy_ha=-707.8534
C 1.75 -0.94 1.25
C 2.27 -0.72 -0.25
C 1.35 0.26 -0.81
C -0.11 -0.40 -1.08
C -1.09 0.16 -0.01
C -0.34 1.44 0.51
H 1.94 -0.10 2.00
H 0.40 -0.94 1.01
H 2.09 -2.09 1.66
H 1.97 -1.95 -0.76
H 3.40 -0.42 -0.51
H 1.82 0.49 -1.65
H -0.03 -1.47 -1.53
H -0.55 0.11 -2.03
H -0.84 2.36 0.04
H -0.22 1.50 1.71
O 1.08 1.45 0.03
S -2.60 -0.49 0.13

(6)
11
Properties=species:S:1:pos:R:3 method="wB97M-V/def2-TZVPD" smiles=N#CN[C@H](N)O e_above_lowest_kj_mol=190.9 homo_lumo_gap_ev=10.90 energy_ha=-318.6778
N 2.59 0.48 -0.16
C 1.73 -0.27 -0.01
N 0.57 -0.92 0.14
C -0.66 -0.12 -0.25
N -0.54 1.22 0.27
O -1.76 -0.73 0.18
H 0.56 -1.79 -0.48
H -0.63 -0.24 -1.33
H 0.14 1.43 1.07
H -0.32 1.76 -0.52
H -1.68 -0.82 1.09

(7)
182
Properties=species:S:1:pos:R:3 method="wB97M-V/def2-TZVPD" total_charge=-1 homo_lumo_gap_ev=8.75 energy_ha=-4585.1375
O 15.74 20.09 4.97
C 15.57 21.23 4.68
O 15.88 22.30 5.39
B 15.79 23.50 4.56
O 15.34 23.05 3.24
C 15.18 21.73 3.24
O 14.93 21.01 2.32
O 17.14 24.10 4.46
C 17.14 25.26 5.08
O 18.10 25.97 5.23
C 15.71 25.52 5.55
O 14.92 24.55 5.16
O 15.39 26.52 6.14
N 21.95 23.42 2.56
C 20.87 22.88 2.00
C 19.65 23.51 1.89
C 19.49 24.77 2.42
C 20.60 25.38 3.03
C 21.79 24.65 3.07
H 21.02 21.86 1.66
H 18.81 22.97 1.46
H 18.55 25.29 2.26
H 20.47 26.37 3.43
H 22.70 25.03 3.53
N 17.30 24.29 8.74
C 17.71 25.55 8.86
C 18.42 26.04 9.96
C 18.66 25.15 10.99
C 18.32 23.80 10.85
C 17.68 23.42 9.70
H 17.38 26.17 8.04
H 18.80 27.05 9.93
H 19.13 25.46 11.91
H 18.59 23.08 11.62
H 17.46 22.38 9.49
N 17.18 19.67 9.51
C 17.06 19.69 8.16
C 17.67 18.76 7.34
C 18.48 17.79 7.94
C 18.61 17.76 9.32
C 17.95 18.73 10.05
H 16.41 20.51 7.88
H 17.56 18.82 6.27
H 19.02 17.08 7.32
H 19.26 17.04 9.78
H 18.02 18.73 11.13
C 17.84 30.60 4.10
C 17.78 29.16 4.63
O 17.99 28.43 3.39
C 18.47 29.22 2.42
O 18.79 28.83 1.35
O 18.46 30.51 2.83
H 18.48 31.19 4.75
H 16.84 31.03 4.00
H 16.79 28.90 4.99
H 18.59 28.89 5.30
C 18.81 21.18 5.13
C 19.53 22.40 5.69
O 20.86 21.96 5.91
C 21.04 20.79 5.27
O 22.03 20.15 5.29
O 19.89 20.42 4.63
H 18.21 21.60 4.33
H 18.23 20.75 5.94
H 19.08 22.77 6.61
H 19.52 23.22 4.97
C 15.37 26.94 1.66
C 14.58 25.63 1.73
O 13.77 25.69 0.55
C 13.74 26.95 0.09
O 13.07 27.32 -0.82
O 14.57 27.73 0.77
H 16.39 26.94 1.30
H 15.38 27.40 2.66
H 14.02 25.56 2.66
H 15.26 24.79 1.66
C 11.87 19.62 3.46
C 12.81 18.79 2.62
O 12.27 17.48 2.71
C 11.32 17.43 3.68
O 10.72 16.45 3.99
O 11.06 18.67 4.15
H 11.33 20.34 2.86
H 12.47 20.13 4.23
H 13.83 18.82 2.98
H 12.82 19.16 1.59
C 17.76 16.55 0.62
C 16.49 17.28 0.30
C 16.36 18.66 0.99
C 17.59 19.46 1.09
N 18.54 20.09 1.17
H 17.87 16.41 1.70
H 18.65 17.03 0.22
H 17.72 15.57 0.12
H 15.58 16.72 0.51
H 16.47 17.48 -0.78
H 15.99 18.49 2.00
H 15.72 19.28 0.36
C 22.48 25.06 6.88
C 21.06 25.46 7.24
C 21.07 26.98 7.53
C 21.44 27.76 6.33
N 21.69 28.40 5.42
H 22.81 25.41 5.90
H 22.70 23.99 6.88
H 23.17 25.53 7.60
H 20.81 24.98 8.19
H 20.34 25.21 6.46
H 21.67 27.22 8.41
H 20.08 27.35 7.80
C 13.43 24.29 8.05
C 12.10 24.14 7.30
C 11.35 22.83 7.56
C 12.16 21.64 7.23
N 12.78 20.74 6.90
H 13.28 24.36 9.13
H 13.83 25.25 7.73
H 14.12 23.48 7.81
H 12.29 24.25 6.23
H 11.42 24.97 7.52
H 10.47 22.79 6.92
H 10.97 22.74 8.58
C 16.07 29.41 9.67
C 15.82 28.86 8.27
C 15.11 29.79 7.29
C 15.89 30.97 6.92
N 16.51 31.90 6.66
H 16.53 30.40 9.56
H 16.75 28.82 10.28
H 15.15 29.54 10.25
H 15.26 27.94 8.47
H 16.75 28.58 7.78
H 14.15 30.16 7.65
H 14.87 29.22 6.39
C 13.66 16.73 7.33
C 14.15 17.67 6.25
C 14.74 16.97 5.04
C 16.10 16.37 5.21
N 17.13 15.88 5.31
H 13.22 17.33 8.14
H 14.46 16.12 7.73
H 12.85 16.09 6.98
H 14.88 18.39 6.65
H 13.40 18.40 5.92
H 14.95 17.72 4.27
H 14.06 16.22 4.64
C 15.63 22.67 -3.12
C 14.92 22.74 -1.75
C 15.86 22.85 -0.54
C 16.72 24.03 -0.67
N 17.40 24.94 -0.79
H 16.37 23.47 -3.19
H 14.90 22.84 -3.90
H 16.08 21.68 -3.22
H 14.18 21.95 -1.61
H 14.31 23.64 -1.80
H 16.61 22.06 -0.52
H 15.32 22.82 0.40
C 11.97 23.36 3.39
C 10.60 23.68 2.80
C 10.16 22.68 1.70
C 11.21 22.32 0.74
N 12.05 22.06 0.01
H 12.02 22.39 3.90
H 12.18 24.06 4.21
H 12.81 23.48 2.72
H 10.63 24.68 2.35
H 9.82 23.71 3.56
H 9.32 23.07 1.11
H 9.71 21.81 2.18
C 11.30 27.22 4.61
C 12.25 28.33 5.09
C 12.72 29.34 4.02
C 11.58 29.91 3.31
N 10.65 30.34 2.80
H 10.37 27.61 4.20
H 11.06 26.65 5.50
H 11.72 26.60 3.81
H 13.15 27.84 5.47
H 11.77 28.87 5.90
H 13.30 28.78 3.29
H 13.30 30.18 4.40

(8)
17
Properties=species:S:1:pos:R:3 method="wB97M-V/def2-TZVPD" e_above_lowest_kj_mol=169.4 homo_lumo_gap_ev=8.44 energy_ha=-686.8983
C -0.76 1.80 0.00
C -0.82 0.34 -0.39
C 0.39 -0.41 -1.03
C -0.33 -1.64 -0.40
C 0.58 -0.43 1.27
C 1.43 -0.19 0.02
H -0.89 2.42 -0.89
H 0.18 2.09 0.47
H -1.57 2.03 0.70
H -1.73 0.15 -0.96
H 0.69 -0.33 -2.07
H 0.28 -2.49 -0.09
H -1.19 -1.98 -0.99
H 0.57 0.44 1.94
H 0.94 -1.29 1.84
N -0.75 -0.71 0.70
S 2.99 0.19 -0.11

(9)
50
Properties=species:S:1:pos:R:3 method="wB97M-V/def2-TZVPD" spin_multiplicity=4 s2=3.849 e_above_lowest_kj_mol=0.0 total_charge=+1 homo_lumo_gap_ev="5.61 / 6.49" energy_ha=-12619.3658
Cr -0.68 -0.61 -0.19
C 0.66 -4.54 0.10
C -0.23 -4.32 -1.11
N -0.11 -2.96 -1.65
C 1.16 -2.72 -2.33
C 2.25 -2.01 -1.49
S 1.69 -1.18 0.02
C 2.31 -2.19 1.40
C 1.35 -3.20 2.06
N 0.30 -3.62 1.16
H 1.70 -4.36 -0.18
H 0.60 -5.59 0.41
H -1.27 -4.48 -0.82
H 0.02 -5.06 -1.87
H -0.86 -2.81 -2.32
H 0.96 -2.10 -3.19
H 1.59 -3.66 -2.71
H 2.71 -1.22 -2.09
H 3.05 -2.68 -1.18
H 2.66 -1.47 2.14
H 3.19 -2.68 0.99
H 0.87 -2.73 2.92
H 1.97 -4.02 2.44
H -0.50 -3.97 1.68
O -0.82 -0.99 1.81
N -1.99 -1.38 1.53
O -2.01 -1.96 0.40
N -2.78 1.25 2.51
C -2.13 2.05 1.66
S -1.77 1.55 0.04
N -1.84 3.27 2.09
C -1.18 4.41 1.53
C -0.53 4.45 0.30
C 0.07 5.64 -0.10
C 0.03 6.77 0.70
C -0.61 6.71 1.93
C -1.20 5.54 2.35
H -3.09 0.34 2.21
H -3.05 1.56 3.43
H -2.20 3.48 3.01
H -0.48 3.59 -0.34
H 0.57 5.67 -1.06
H 0.50 7.69 0.37
H -0.64 7.58 2.57
H -1.70 5.50 3.31
Se 0.90 -1.59 -5.87
Sb 0.43 0.59 -4.75
Se 1.67 2.53 -5.17
Se -1.24 -0.43 -6.28
Se -0.26 0.37 -2.34